1.
This record from the Open Molecules 2025 dataset describes a molecular structure, C7H10 at a distorted geometry. The level of theory is the ωB97M-V functional and the def2-TZVPD basis.

```
17
Properties=species:S:1:pos:R:3:forces:R:3:lowdin_charge:R:1
C -1.50213 0.63574 0.07682 -0.06 -0.41 0.07 -0.10
C -0.31083 0.40992 1.03788 0.13 1.51 -0.61 -0.11
C 0.16559 -0.93948 0.80699 0.56 -1.02 0.23 -0.17
C 0.62230 -0.77477 -0.62069 -0.53 -0.32 -0.19 -0.21
C 1.75499 0.25159 -0.42532 0.19 0.10 -0.02 -0.10
C 0.59852 1.15957 -0.01396 0.52 0.96 0.32 -0.22
C -0.36850 0.45031 -0.98063 -0.01 0.04 0.12 -0.16
H -2.35089 -0.04586 0.18825 0.20 0.09 -0.26 0.08
H -1.85626 1.67425 0.01515 0.20 -0.26 0.16 0.11
H -1.84772 -1.57782 1.55090 -0.49 -0.39 0.17 0.11
H -1.17958 -1.58464 1.11919 -0.58 -0.39 0.19 0.03
H 0.62209 -1.59797 1.54479 0.06 0.21 -0.29 0.11
H 0.72765 -1.65931 -1.25248 0.00 0.14 0.11 0.13
H 2.55275 0.01194 0.28986 -0.22 0.04 -0.14 0.11
H 2.18071 0.55770 -1.38149 0.05 0.09 0.02 0.11
H 0.66014 2.24937 0.06506 -0.04 -0.22 -0.05 0.14
H -0.46881 0.77948 -2.02032 0.03 -0.17 0.16 0.14
```
Forces are in eV/Å.

The spin multiplicity is 1. For the LUMO energy (alpha / beta), the calculation gives 0.11 / 0.26 eV. Its HOMO energy (alpha / beta) is -7.30 / -8.22 eV.

---

2.
This record from the Open Molecules 2025 dataset describes 2 unconnected molecules or ions with the total composition C4H6FNO at a distorted geometry. The level of theory is the ωB97M-V functional and the def2-TZVPD basis.

```
13
Properties=species:S:1:pos:R:3:forces:R:3:lowdin_charge:R:1
C -1.21482 -0.71903 0.33390 -3.21 0.30 -1.11 -0.03
C -0.62135 0.65845 0.40171 0.07 0.02 0.68 -0.13
C 0.11733 1.06250 -0.84764 0.20 -0.93 -2.84 -0.05
C 1.57329 -0.49089 0.28733 5.43 -5.51 -1.79 -0.36
H -0.44786 -1.28212 -0.12303 0.01 -1.07 -1.47 0.08
H -1.49210 -1.33527 1.21881 -0.21 1.29 -0.28 0.14
H -0.95446 1.36434 1.16565 0.04 -0.04 -0.48 0.15
H 0.14823 0.46864 -1.78763 -0.93 -0.28 0.93 0.14
H 0.47408 2.02150 -1.19171 -0.58 0.84 0.91 0.12
H 2.26742 -0.50573 1.67912 -2.02 -0.67 -3.98 0.22
N 0.82500 0.52094 0.21327 -2.10 4.98 2.48 -0.11
O 1.82387 -1.14088 -0.79385 0.28 1.54 4.90 -0.02
F -2.49863 -0.62244 -0.55595 3.02 -0.47 2.03 -0.14
```
Forces are in eV/Å.

The spin multiplicity is 1. For the LUMO energy, the calculation gives 0.47 eV. Its HOMO energy is -10.25 eV.

---

3.
This record from the Open Molecules 2025 dataset describes a molecular structure, C24H35N4O4PdS3Si at a distorted geometry. The level of theory is the ωB97M-V functional and the def2-TZVPD basis.

```
72
Properties=species:S:1:pos:R:3:forces:R:3:lowdin_charge:R:1
Pd -0.68082 0.08024 -0.49022 1.35 -0.52 -0.41 1.31
O -1.57205 -0.27436 3.90509 -0.02 0.00 0.01 0.07
C -0.29076 -0.18388 4.31969 0.01 -0.01 0.00 -0.25
C -0.08187 -0.18236 5.69937 0.01 -0.01 0.01 0.00
C 1.19402 -0.10148 6.21169 0.00 0.00 -0.01 -0.06
C 2.29740 -0.02555 5.36125 0.02 -0.01 -0.01 -0.08
C 2.09896 -0.02719 3.99998 0.01 0.00 0.02 -0.03
C 0.81048 -0.10157 3.45221 -0.06 0.01 -0.04 -0.08
C 0.65558 -0.08310 1.98408 0.11 -0.05 0.04 -0.40
O -0.56543 -0.15100 1.50619 -0.60 0.26 -0.28 -0.20
N 1.71165 -0.02749 1.24104 -0.07 -0.03 0.05 0.02
N 1.43434 -0.04288 -0.12614 -0.33 0.47 0.01 -0.18
C 2.49444 0.21752 -0.81906 0.01 -0.24 0.08 -0.89
S 2.59064 0.09296 -2.55160 -0.17 0.05 -0.07 0.97
C 4.17241 0.97044 -2.67046 -0.05 0.02 -0.01 -0.49
C 5.01246 0.54633 -1.48683 -0.02 -0.03 0.04 -0.51
S 3.98104 0.61086 0.00481 0.03 -0.03 -0.02 0.99
H -1.57416 -0.23837 2.93338 0.02 -0.02 0.02 0.05
H -0.94811 -0.24607 6.34378 0.00 0.01 0.00 0.12
H 1.33837 -0.09489 7.28422 -0.01 -0.01 0.00 0.11
H 3.29791 0.03490 5.76597 0.00 0.01 0.00 0.10
H 2.93843 0.03112 3.32127 0.00 0.01 0.00 0.11
H 3.97501 2.04148 -2.66335 0.02 0.00 0.00 0.08
H 4.62745 0.69216 -3.61984 -0.01 0.00 0.00 0.09
H 5.85471 1.21962 -1.33323 0.00 0.00 0.00 0.09
H 5.38615 -0.46938 -1.61018 0.01 0.01 -0.02 0.08
C -0.86824 -1.27872 -3.86518 0.02 0.00 0.02 0.00
C -0.60449 0.17953 -3.67032 0.04 -0.11 0.01 -0.32
C -0.42677 1.08435 -4.69639 0.01 0.02 0.00 -0.02
C -0.19732 2.43163 -4.39749 -0.01 -0.03 0.02 -0.03
C -0.17557 2.88901 -3.09643 -0.02 0.00 -0.02 0.00
C -0.36606 1.93291 -2.09899 -0.12 0.25 -0.11 -0.44
N -0.51199 0.63807 -2.41862 -0.24 -0.06 0.48 0.00
N -0.45728 2.06204 -0.74355 0.02 -0.55 0.26 -0.07
Si -1.52171 3.26914 0.05731 -0.17 0.12 0.01 0.45
C -0.50211 4.81487 0.25392 0.02 -0.02 -0.06 -0.16
C -2.99143 3.58530 -1.04672 0.04 -0.05 0.00 -0.16
C -2.04435 2.62687 1.71998 0.08 -0.03 -0.03 -0.14
H -1.55071 -1.43148 -4.69922 0.02 -0.01 -0.02 0.10
H -1.31043 -1.69829 -2.96265 -0.02 0.00 -0.02 0.06
H 0.06231 -1.80656 -4.08920 0.00 0.01 0.02 0.09
H -0.47088 0.74082 -5.71991 -0.02 0.02 0.00 0.12
H -0.05432 3.13441 -5.20834 -0.01 0.00 0.00 0.12
H -0.03540 3.93010 -2.84469 0.00 0.00 -0.02 0.11
H -0.19025 5.23288 -0.70514 0.00 0.02 0.01 0.02
H 0.38892 4.63954 0.85825 0.00 -0.01 0.01 0.04
H -1.11219 5.56882 0.75824 0.02 0.03 0.00 0.04
H -2.73468 4.19052 -1.91832 0.00 -0.02 -0.01 0.03
H -3.76323 4.12142 -0.49029 0.00 0.02 -0.01 0.04
H -3.41586 2.64094 -1.39323 -0.01 0.00 0.02 0.03
H -1.27390 2.77640 2.47851 0.02 -0.03 -0.01 0.05
H -2.29340 1.56989 1.69770 -0.07 0.02 -0.01 -0.01
H -2.93873 3.16732 2.03728 0.03 0.05 0.01 0.05
O -0.88258 -2.05286 -0.41051 -0.07 0.15 -0.33 -0.61
S 0.35168 -2.96570 -0.47599 0.01 0.01 0.07 1.01
C -0.23099 -4.41922 -1.40202 0.07 -0.02 0.00 -0.30
C -0.05661 -5.62261 -0.48097 0.00 0.03 0.06 -0.22
C -0.42762 -5.12960 0.91576 -0.01 0.00 -0.03 -0.22
C 0.36441 -3.84347 1.11298 0.03 0.03 -0.01 -0.29
H 0.32454 -4.48054 -2.33579 -0.02 -0.01 -0.01 0.09
H -1.28005 -4.20414 -1.61048 0.00 0.02 0.02 0.10
H 0.98365 -5.95548 -0.49399 -0.01 -0.04 -0.01 0.12
H -0.67516 -6.45682 -0.80863 -0.01 0.02 -0.03 0.12
H -0.19078 -5.86003 1.68771 0.00 0.02 0.01 0.12
H -1.49692 -4.91685 0.96923 0.00 -0.02 0.00 0.12
H 1.41230 -4.02994 1.35310 0.00 -0.02 0.00 0.10
H -0.04992 -3.14412 1.83893 0.03 0.02 0.01 0.10
C -3.40660 -0.47518 0.11415 0.02 -0.12 0.04 -0.19
O -2.58412 0.15217 -0.84167 0.07 0.35 0.29 -0.35
H -4.40272 -0.03436 0.01463 0.01 -0.01 -0.03 0.10
H -3.07952 -0.30735 1.14460 -0.01 0.03 -0.02 0.06
H -3.47120 -1.55366 -0.05060 0.01 0.00 0.00 0.07
```
Forces are in eV/Å.

The net charge is +1. The spin multiplicity is 1. For the LUMO energy, the calculation gives -3.94 eV. Its HOMO energy is -10.45 eV.

---

4.
This record from the Open Molecules 2025 dataset describes a single H4O7S2Si2 molecule at a distorted geometry. The level of theory is the ωB97M-V functional and the def2-TZVPD basis.

```
15
Properties=species:S:1:pos:R:3:forces:R:3:lowdin_charge:R:1
O 0.45351 -0.81904 -0.43510 -0.55 1.73 -0.40 -0.32
O 0.57333 0.31118 2.09943 0.76 -0.14 -0.72 -0.62
O -0.84842 2.11741 0.47288 0.98 0.43 2.79 -0.40
O 1.35516 -2.22206 1.79342 -1.69 -0.18 -0.06 -0.08
O -2.30974 0.01417 -0.57873 -0.43 -0.72 0.69 -0.07
O 1.59075 0.90622 -1.89623 0.88 2.83 -1.35 -0.46
O -1.01375 1.45547 -2.27871 1.76 0.13 0.89 -0.48
Si 0.39180 -1.12081 1.09678 -0.01 -0.56 0.87 0.14
Si -1.23036 1.17485 -0.67805 0.79 -2.06 -3.35 0.26
S -0.49082 1.42191 2.29237 -1.02 0.85 -1.60 1.00
S 0.57840 1.11557 -3.10516 -1.43 -0.12 0.89 0.96
H 2.25419 -2.05428 1.78859 2.98 0.22 0.06 0.02
H -1.88646 -0.83364 -0.82009 -0.37 0.26 0.04 0.08
H 1.39238 0.19636 -1.30260 -0.81 -2.38 0.94 -0.06
H -0.80996 -1.66332 1.55121 -1.84 -0.27 0.31 0.03
```
Forces are in eV/Å.

The spin multiplicity is 1. For the LUMO energy, the calculation gives -1.41 eV. Its HOMO energy is -9.02 eV.

---

Computed electronic energy, in the same sequence as the records: -272.4415; -385.6985; -3067.2353; -1904.5837 Eh.